Record 1
18
Properties=species:S:1:pos:R:3:forces:R:3:nbo_charge:R:1 method="wB97M-V/def2-TZVPD" fmax_ha_per_bohr=0.0898 charge=0 smiles=C[C@@H](N)CN.O homo_lumo_gap_ev=10.18 e_above_lowest_kcal_mol=26.3 multiplicity=1
C 1.08464 -1.19468 -1.78193 -0.3037 0.2204 0.9723 -0.620
C 0.45948 -0.34511 -0.62245 -0.1337 1.1249 -1.2178 -0.065
N -0.23761 0.91307 -1.03077 2.9781 -0.1918 0.9405 -0.855
C -0.47251 -1.11255 0.25093 -1.3108 -2.3382 -1.9232 -0.210
N -1.03357 -0.57540 1.43479 -2.3459 2.3471 1.4103 -0.824
H 1.34469 -2.13629 -1.21372 -0.0331 0.5535 -1.4267 0.213
H 1.99779 -0.69898 -2.21589 -0.8196 -0.5232 0.6484 0.211
H 0.35892 -1.29237 -2.59984 0.1725 -0.5804 0.2400 0.205
H 1.37043 -0.14794 -0.07167 -0.0371 0.9291 0.7184 0.183
H -1.13265 0.78083 -1.42660 -0.7523 -0.3880 -0.7740 0.357
H 0.42461 1.39021 -1.64381 -0.8715 0.2198 -0.0361 0.362
H -1.41740 -1.38865 -0.38359 1.8858 -0.1157 0.6196 0.162
H 0.06470 -2.02948 0.53328 -0.3231 -0.1205 -0.2450 0.181
H -0.79068 0.38923 1.66220 1.1799 -0.2667 -0.2881 0.350
H -2.02480 -0.33043 1.23542 0.6645 -0.8870 0.2905 0.349
O 0.34871 2.73008 2.63734 3.9160 -1.0452 1.0670 -0.915
H 0.03407 1.88177 2.87588 -0.2459 -1.3755 0.5198 0.459
H -0.37881 3.16670 2.36043 -3.6199 2.4373 -1.5160 0.458



Record 2
21
Properties=species:S:1:pos:R:3:forces:R:3:nbo_charge:R:1 method="wB97M-V/def2-TZVPD" fmax_ha_per_bohr=0.0903 charge=0 smiles="C=CCCCC.O" homo_lumo_gap_ev=10.15 e_above_lowest_kcal_mol=74.5 multiplicity=1
C -0.97547 -0.31642 -2.22235 0.6999 -1.2494 0.4650 -0.404
C -0.68506 -1.19250 -1.20439 -1.2452 1.8927 -0.3718 -0.175
C 0.43361 -0.87844 -0.20875 0.6259 0.1003 -0.4724 -0.477
C 0.39531 -0.08648 1.14389 -0.2758 -2.7403 3.7380 -0.387
C -0.75664 -0.65922 2.19837 3.8964 0.8823 -1.3154 -0.383
C -0.86168 -2.17417 2.12571 -0.4312 2.3485 3.8092 -0.612
H -0.27541 0.51991 -2.44716 -0.6946 -0.4999 0.4922 0.191
H -1.77541 -0.44729 -2.98656 0.6383 -0.1836 0.8751 0.203
H -1.28311 -2.10660 -1.04061 0.1925 0.6187 -0.2066 0.196
H 0.98604 -0.13715 -0.74653 1.1879 -0.0989 -0.8646 0.220
H 1.02512 -1.83384 -0.09419 -0.4082 1.1804 0.0976 0.212
H 0.42846 1.02923 1.21140 -0.1954 -0.9565 -0.9021 0.216
H 1.36192 -0.46949 1.72049 -1.5754 1.0637 -1.4010 0.194
H -0.39612 -0.34043 3.24363 -1.2044 -0.1740 -1.5360 0.200
H -1.68204 -0.31144 1.81942 -1.1031 0.9672 0.4340 0.197
H -1.57788 -2.22813 2.98243 0.2425 -1.5045 -0.8732 0.215
H -1.19526 -2.48767 1.22222 -1.5203 -1.0364 -2.5380 0.197
H 0.04092 -2.67541 2.33245 1.1708 -0.6074 0.5696 0.197
O 2.25398 5.55338 -2.68810 -2.4264 1.4395 -0.4963 -0.989
H 3.03717 5.17927 -3.12568 -1.0397 0.6972 -0.6962 0.490
H 1.50156 6.06290 -3.23568 3.4655 -2.1395 1.1929 0.499



Record 3
12
Properties=species:S:1:pos:R:3:forces:R:3:nbo_charge:R:1 method="wB97M-V/def2-TZVPD" fmax_ha_per_bohr=0.1099 charge=+3 homo_lumo_gap_ev="9.42 / 6.89" e_above_lowest_kcal_mol=74.9 multiplicity=2
C -0.64764 0.06356 -0.54659 -0.8993 -1.3162 -2.5481 1.067
O -1.57100 -0.05804 -1.35469 1.1999 0.7176 2.2886 -0.762
O 0.52999 -0.48405 -0.76758 2.0746 1.8887 0.9587 -0.404
C 1.28222 -0.32647 0.43436 1.0175 -2.3437 -3.0617 0.037
O -0.78512 -0.86755 1.04731 2.2171 0.4633 0.7198 -0.343
C 0.46024 -0.96644 1.41098 -4.5113 3.2657 0.9605 0.398
Yb -2.58314 -1.17779 -3.13468 -0.3196 0.0856 -0.1850 1.975
H 0.71951 -1.00305 2.47478 0.0023 -1.2488 0.0012 0.308
H 2.31273 -0.64703 0.28563 0.3630 0.7384 0.0793 0.322
O 0.02738 1.88116 -0.26977 1.5432 -5.0825 0.0454 -0.667
H -0.77921 2.30924 0.04151 -0.0337 0.9299 1.4243 0.555
H 1.03404 1.27648 0.37875 -2.6535 1.9019 -0.6830 0.514



| no. | DFT total energy (eV) | M (g mol⁻¹) |
| --- | --- | --- |
| 1 | -8332.1811 | 92.14 |
| 2 | -8493.6636 | 102.18 |
| 3 | -42856.3438 | 277.10 |